# C43H47Cl76N2O9P

A molecular structure, C43H47Cl76N2O9P at a distorted geometry (ωB97M-V with the def2-TZVPD basis set, OMol25).

Calculated values
calculated total energy = -37768.78049 a.u.
highest occupied orbital energy = -8.504 eV
maximum force = 6.92 eV/Å

ORCA input file:
```
! RIJCOSX wB97M-V def2-TZVPD def2/J DEFGRID3
* xyz 0 1
Cl 2.14 -4.73 -7.15
Cl -3.41 3.43 -1.63
Cl 5.85 4.07 8.38
Cl 11.57 6.18 -7.70
Cl 8.71 -2.87 -5.95
Cl -10.90 2.12 -3.48
Cl -0.44 1.89 -4.44
Cl 4.46 0.77 1.81
Cl 10.74 -1.45 7.44
Cl 8.17 -2.73 7.01
Cl 7.92 1.93 10.61
Cl 8.78 3.88 -0.68
Cl 8.56 4.27 7.33
Cl 7.58 5.60 1.31
Cl -9.58 -5.63 7.19
Cl -10.66 -7.95 -0.69
Cl 3.54 -2.03 0.93
Cl 4.96 -4.40 1.83
Cl -6.98 -4.99 2.12
Cl 5.78 5.97 -1.07
Cl -7.47 -3.28 -0.78
Cl 5.44 2.75 3.69
Cl 1.81 3.73 -4.70
Cl -13.25 3.81 -3.19
Cl -5.48 -3.82 5.99
Cl -9.64 -4.92 0.92
Cl 9.28 -1.47 -0.31
Cl 12.20 -8.50 9.22
Cl 12.01 4.40 -5.45
Cl 3.30 6.89 -2.29
Cl 8.32 -0.45 -7.51
Cl -12.95 -8.21 1.08
Cl 12.48 1.38 -4.11
Cl 2.20 -1.83 -6.94
Cl 12.09 7.28 -5.06
Cl 10.73 -8.02 11.69
Cl 2.10 9.40 1.89
Cl 4.56 -3.39 -6.24
Cl -3.24 3.29 -4.49
Cl 12.76 -6.13 10.80
Cl -11.88 2.39 11.30
Cl 12.74 4.16 -2.43
Cl -8.28 2.11 9.70
Cl -5.54 4.58 -3.26
Cl 7.79 0.73 7.96
Cl -6.03 -1.82 3.95
Cl 6.43 5.89 6.18
Cl -11.70 3.07 -0.84
Cl 10.50 -4.34 7.67
Cl 10.99 -1.16 -6.58
Cl -12.20 5.26 11.61
Cl 4.97 3.51 0.92
Cl -7.92 4.18 0.65
Cl 8.21 -0.94 10.30
Cl 15.09 3.62 -0.81
Cl 9.48 -1.74 -3.20
Cl -11.20 -7.57 8.64
Cl 10.15 1.88 -5.78
Cl 4.78 4.72 -3.53
Cl -13.09 -6.45 -1.23
Cl -9.32 -4.52 3.78
Cl 4.20 7.42 2.22
Cl -10.44 -8.08 5.87
Cl -12.99 3.98 9.13
Cl -5.87 2.19 0.11
Cl -7.22 -0.14 11.21
Cl -0.72 4.32 -6.03
Cl -5.41 1.87 10.14
Cl 12.61 4.44 0.46
Cl 8.87 3.13 2.13
Cl -6.64 -1.26 6.73
Cl 4.84 -3.77 -1.01
Cl -8.39 2.12 -1.34
Cl 11.80 -2.27 -1.53
Cl 1.43 6.57 2.02
Cl 9.91 2.17 -2.92
P -1.19 0.99 -0.41
O 0.09 -2.53 -5.74
O -3.33 -5.12 -4.38
O 0.15 -0.07 -3.36
O -2.40 2.23 -0.45
O -4.10 -2.73 -7.15
O -2.41 1.11 2.77
O -6.17 -1.63 -2.42
O -4.68 0.78 2.52
O -6.49 0.03 -8.04
N 0.26 1.77 -1.02
N -2.28 -3.25 -5.60
C -3.80 4.26 -3.13
C -3.45 -2.56 -1.98
C 10.04 -2.36 -1.64
C 4.92 -3.10 0.63
C -6.92 0.99 9.88
C -1.73 -0.47 -1.54
C 12.44 5.95 -6.18
C -12.42 -7.96 -0.59
C -8.79 -0.44 -7.14
C 11.51 -7.27 10.29
C -5.33 -1.98 -7.24
C -2.97 -1.34 -1.10
C 4.43 2.49 2.26
C -8.70 -5.36 2.35
C 2.63 7.76 1.49
C -4.67 -3.51 -1.61
C -3.04 -1.08 1.64
C 9.92 -2.90 6.83
C -7.35 0.28 -6.91
C -2.87 -3.96 -4.43
C 2.79 -3.35 -6.25
C -6.02 -2.66 -1.75
C 8.52 0.64 9.57
C 10.71 1.28 -4.22
C 0.39 3.04 -5.50
C -0.96 -0.80 -2.89
C 13.32 3.54 -0.88
C -10.87 -6.83 7.06
C -11.84 3.96 10.47
C -6.56 -2.51 5.49
C -5.18 -0.44 -7.64
C -3.31 0.35 2.37
C 4.91 6.22 -2.59
C 6.83 4.34 6.94
C -1.01 -2.59 -5.14
C 8.90 4.47 0.98
C -3.83 -1.05 0.22
C -7.61 2.50 0.20
C -1.48 -1.98 -3.74
C -12.27 2.55 -2.43
C 9.43 -1.78 -7.15
C -2.68 -2.86 -3.28
C -3.13 -2.19 -6.22
H -3.67 -1.51 -5.48
H -10.84 4.11 10.08
H -4.52 -3.91 -0.55
H 5.83 -2.52 0.72
H -3.35 -1.97 2.29
H 10.14 -3.00 5.77
H 9.60 0.75 9.46
H -7.57 1.40 -6.75
H -4.28 0.00 0.07
H -8.58 -1.47 -7.59
H -3.19 1.86 -0.90
H -3.28 5.22 -3.15
H -11.77 -6.33 6.72
H 10.42 0.23 -4.13
H -6.83 0.41 8.96
H -9.50 0.18 -7.79
H -4.83 1.33 1.71
H -9.34 -0.63 -6.14
H -12.89 1.66 -2.30
H -6.00 -2.10 -6.31
H 0.73 2.50 -6.39
H -1.91 -1.10 1.47
H 13.51 5.95 -6.39
H 9.74 -3.41 -1.57
H 6.61 3.54 6.22
H 10.76 -6.71 9.73
H -4.90 0.12 -6.66
H 5.47 6.94 -3.18
H -4.73 -1.75 0.35
H -6.95 -0.13 -5.91
H 0.11 2.07 -1.99
H -12.80 -8.78 -1.20
H -8.03 1.86 0.97
H 9.60 -2.34 -8.06
H 1.03 1.07 -1.08
H 2.73 7.68 0.41
H -4.36 -0.21 -8.41
H 13.03 2.49 -0.80
H 0.42 -0.40 -4.25
H 2.43 -3.42 -5.22
H 9.84 5.00 1.10
H 3.40 2.76 2.51
H -5.94 -2.47 -8.10
H -8.80 -6.43 2.51
H -7.56 -2.92 5.35
H -2.42 -1.51 -6.83
H -4.72 -4.36 -2.39
*
```